1.
10
Properties=species:S:1:pos:R:3 method="wB97M-V/def2-TZVPD" e_tot_ha=-355.56152 homo_lumo_gap_ev=9.62 smiles="O=c1nccn[nH]1" lumo_ha=-0.0194 e_above_lowest_ev=2.132 mol_weight_g_mol=97.08
O 1.75860 -0.95496 -0.80473
C 1.10054 -0.55927 0.11597
N 0.05111 -1.36746 0.56847
C -1.00108 -0.82435 0.06414
C -1.04602 0.62319 -0.16173
N -0.07287 1.40631 0.16615
N 1.08474 0.77077 0.55597
H -1.81415 -1.47967 -0.23875
H -1.95893 1.09554 -0.49808
H 1.89806 1.28990 0.23259

---

2.
78
Properties=species:S:1:pos:R:3 method="wB97M-V/def2-TZVPD" e_tot_ha=-2514.33779 homo_lumo_gap_ev="5.63 / 4.94" charge=+4 lumo_ha="-0.3722 / -0.5403" multiplicity=5 mol_weight_g_mol=581.60
P 3.45189 -1.40681 0.28393
C 4.54256 -1.55000 1.76537
H 5.49225 -2.02743 1.48180
H 4.00291 -2.15665 2.51057
H 4.70984 -0.53422 2.15922
C 3.78649 -2.94156 -0.64597
H 4.00497 -2.71339 -1.69003
H 2.86959 -3.54126 -0.59912
H 4.60430 -3.50267 -0.19094
C 4.34603 -0.09362 -0.65331
H 4.96682 -0.53336 -1.44148
H 4.98679 0.46640 0.04240
H 3.61337 0.58477 -1.11481
P -1.16191 3.43562 -0.83136
C -1.21373 3.69654 0.98305
H -1.42564 4.75110 1.21596
H -0.25845 3.40768 1.44206
H -2.00296 3.06299 1.41048
C 0.01467 4.59514 -1.58400
H 0.03581 4.42171 -2.66876
H 1.01823 4.37547 -1.18843
H -0.25597 5.64091 -1.36839
C -2.84088 3.67674 -1.44294
H -3.02726 4.72923 -1.69077
H -3.55767 3.33231 -0.68381
H -2.97950 3.05899 -2.33781
P -2.23055 -2.88669 0.10034
C -3.06506 -3.50790 1.59827
H -3.84739 -4.21479 1.29844
H -3.50157 -2.64657 2.12424
H -2.32364 -3.98406 2.25429
C -3.68380 -2.64414 -1.00650
H -4.58180 -3.04569 -0.52484
H -3.53792 -3.10856 -1.98694
H -3.80878 -1.56034 -1.13780
C -1.40827 -4.40316 -0.52203
H -2.12464 -5.18236 -0.80845
H -0.76998 -4.75875 0.29701
H -0.77297 -4.13584 -1.37822
Ru -0.35998 1.10096 -1.69439
C 0.80681 1.42968 -0.20054
O 1.45167 1.61124 0.75270
C -1.73409 0.74954 -0.41747
O -2.50059 0.67314 0.46292
C -1.46325 0.67747 -3.47163
C -1.05334 -0.59450 -3.02526
C 0.27690 -0.79299 -2.62148
C 1.24680 0.20039 -2.89650
C 0.83410 1.41962 -3.45961
C -0.50784 1.66177 -3.76406
H -2.51481 0.90350 -3.65142
H -1.82068 -1.37008 -2.90885
H 0.57758 -1.73116 -2.10612
H 2.27850 0.04472 -2.59227
H 1.52728 2.25154 -3.65869
H -0.84133 2.61698 -4.14876
C -2.45638 -1.28890 4.60794
C -1.03394 -1.00644 5.07071
P 0.13657 -0.85678 3.62822
C 1.66643 -0.08752 4.34399
C 1.84014 -0.25333 5.84681
C 0.68178 -2.60216 3.34230
C 1.12241 -3.35148 4.59038
H -2.74167 -0.64727 3.76975
H -3.14753 -1.09074 5.43102
H -2.61030 -2.33331 4.32050
H -1.00400 -0.03079 5.58018
H -0.69659 -1.78793 5.76642
H 2.54476 -0.46069 3.79470
H 1.57109 0.98075 4.08989
H 1.93842 -1.30534 6.14051
H 2.75326 0.25997 6.17414
H 0.99117 0.17842 6.38757
H -0.15379 -3.13104 2.85645
H 1.49551 -2.56651 2.59962
H 0.39305 -3.27781 5.40772
H 1.22574 -4.41876 4.35401
H 2.09033 -3.00141 4.97305

---

3.
83
Properties=species:S:1:pos:R:3 method="wB97M-V/def2-TZVPD" e_tot_ha=-1961.42891 homo_lumo_gap_ev="7.84 / 6.92" lumo_ha="0.0219 / -0.0555" e_above_lowest_ev=0.000 multiplicity=3 mol_weight_g_mol=665.74
O 2.16826 -0.23049 1.69295
O 2.08104 2.80545 -2.68690
C 2.21624 0.98203 2.48924
C 3.47150 1.08417 3.33966
H 1.32067 0.98033 3.11912
H 2.12916 1.82389 1.78803
H 3.42681 0.38545 4.18945
H 3.52328 2.10257 3.74276
H 4.38468 0.91727 2.75568
C 2.62790 -0.02312 0.34499
C 3.59331 1.11275 0.02148
H 1.71432 0.12292 -0.25376
H 3.04555 -0.99349 0.04766
H 3.00239 1.95795 -0.35094
H 4.21481 0.77789 -0.81906
H 4.25570 1.44210 0.83306
C 1.52404 2.03805 -3.75940
C 1.74580 4.19841 -2.67870
C 2.46107 0.90905 -4.14056
H 1.31889 2.68377 -4.63242
H 0.56752 1.59650 -3.42584
H 3.38959 1.29330 -4.56989
H 1.97058 0.28302 -4.88783
H 2.70875 0.28884 -3.27513
C 2.83583 5.10594 -3.22965
H 1.58262 4.45383 -1.62324
H 0.80927 4.37656 -3.23304
H 3.79141 4.93853 -2.72329
H 2.52698 6.14127 -3.06056
H 2.97280 4.95994 -4.30583
H -2.43421 1.68988 1.21701
Pt -0.50375 -2.48332 2.04362
C -1.60369 2.24104 0.82832
Si -2.48353 3.27796 -0.43813
H -1.13453 2.81889 1.63225
H -0.84213 1.52942 0.48879
C -1.47533 4.82510 -0.71131
C -4.14781 3.66846 0.35087
C -2.67240 2.28758 -2.00778
C 1.34573 -2.97086 2.26822
Si 1.39840 -3.59678 0.48325
H 1.43132 -3.80384 2.98757
H 2.01872 -2.14589 2.55698
C 3.24062 -3.42759 0.03032
C 0.39971 -2.65400 -0.81125
C 0.99569 -5.42831 0.37610
H -1.70714 2.24359 -2.53052
H -3.40825 2.77228 -2.66057
H -3.00109 1.25864 -1.80522
H -0.80729 4.97266 0.14821
H -2.14231 5.69181 -0.81042
H -0.86674 4.71463 -1.61937
H -4.14296 3.55165 1.44228
H -4.94604 3.02808 -0.04492
H -4.41178 4.70987 0.13717
H 1.06908 -2.41275 -1.64633
H -0.02760 -1.70763 -0.45050
H -0.43415 -3.25373 -1.19181
H 1.85366 -5.94916 -0.07265
H 0.11821 -5.62764 -0.25037
H 0.81680 -5.86730 1.36423
H 3.67525 -4.43404 -0.03676
H 3.78458 -2.87357 0.80462
H 3.38916 -2.92884 -0.93570
B -3.17350 -2.26697 -0.05894
N -3.22683 -1.38769 1.23507
C -4.25718 -0.65589 1.72700
C -3.90780 -0.23739 3.02113
C -2.64278 -0.76018 3.27766
N -2.24365 -1.44824 2.18186
N -2.80738 -3.66336 0.52569
C -3.42569 -4.83565 0.30139
C -2.94709 -5.76640 1.20229
C -2.00294 -5.11558 1.97746
N -1.89085 -3.83583 1.52650
H -2.40463 -1.87163 -0.88604
H -4.29802 -2.33954 -0.49981
H -5.16633 -0.51381 1.17518
H -4.49834 0.36630 3.67412
H -2.01995 -0.71543 4.16321
H -4.17469 -4.91439 -0.47654
H -3.24434 -6.79784 1.28885
H -1.39302 -5.47145 2.79969

---

4.
28
Properties=species:S:1:pos:R:3 method="wB97M-V/def2-TZVPD" e_tot_ha=-901.71696 homo_lumo_gap_ev=10.53 charge=+2 lumo_ha=-0.2286 e_above_lowest_ev=0.370 mol_weight_g_mol=280.85
Sn -0.05464 -0.06056 0.09467
O 2.62646 -0.54909 0.86691
H 3.01171 -1.10704 0.15142
H 2.82469 -0.96552 1.70566
O -1.38298 1.03680 -1.95494
H -1.11152 1.38964 -2.78960
H -2.27636 1.20294 -1.73332
O -0.02246 -2.53136 -1.02702
H -0.30695 -2.65576 -1.95576
H -0.66526 -2.93315 -0.46421
O -2.41121 -1.02481 -0.05876
H -3.05156 -1.59804 0.34523
H -2.48037 -1.12901 -0.99994
O 1.11759 2.40209 -0.43855
H 1.16473 2.51511 -1.40948
H 1.99665 2.15320 -0.12865
O 0.68925 1.16172 2.38193
H 0.25687 1.96379 2.66288
H 1.58590 1.47243 2.54230
O -0.07528 -1.81953 1.97275
H 0.49638 -2.58249 2.04902
H -0.81479 -2.15960 2.46932
O -1.74624 1.66902 0.91657
H -2.63315 1.57671 0.51512
H -1.73090 2.60959 0.95093
O 1.41734 -0.10614 -1.90609
H 1.30415 -0.18233 -2.85634
H 2.27195 0.25139 -1.90207